No. 1
{
  "formula": "C4H6Cl2Si",
  "method": "the ωB97M-V functional and the def2-TZVPD basis",
  "species": ["C", "C", "C", "C", "Si", "Cl", "Cl", "H", "H", "H", "H", "H", "H"],
  "xyz": [[-0.258, 1.899, 0.010], [-1.657, -1.010, 0.202], [0.819, 1.261, -0.342], [-0.472, -1.561, 0.434], [1.300, -0.523, -0.038], [2.413, -1.348, -1.468], [2.525, -0.575, 1.635], [-0.311, 2.825, -0.458], [-1.079, 1.359, 0.431], [-2.637, -1.397, 0.285], [-1.735, -0.126, -0.593], [1.460, 1.775, -0.941], [-0.368, -2.579, 0.843]],
  "nbo_charge": [-0.320, -0.400, -0.659, -0.540, 1.408, -0.335, -0.378, 0.197, 0.209, 0.202, 0.188, 0.209, 0.219],
  "de_lowest_kcal_mol": 55.9,
  "homo_energy_ha": -0.3714,
  "homo_lumo_gap_ev": 10.83,
  "total_energy_ev": -37168.3346
}

No. 2
{
  "formula": "C46H36N2O25S",
  "method": "the ωB97M-V functional and the def2-TZVPD basis",
  "species": ["O", "C", "C", "C", "C", "C", "C", "C", "C", "C", "N", "S", "N", "C", "H", "H", "H", "H", "H", "H", "H", "H", "H", "H", "H", "H", "C", "C", "C", "O", "C", "C", "C", "O", "O", "O", "H", "H", "H", "H", "C", "C", "C", "O", "C", "C", "C", "O", "O", "O", "H", "H", "H", "H", "C", "C", "C", "O", "C", "C", "C", "O", "O", "O", "H", "H", "H", "H", "C", "C", "C", "O", "C", "C", "C", "O", "O", "O", "H", "H", "H", "H", "C", "C", "C", "O", "C", "C", "C", "O", "O", "O", "H", "H", "H", "H", "C", "C", "C", "O", "C", "C", "C", "O", "O", "O", "H", "H", "H", "H"],
  "xyz": [[-5.114, -2.639, -0.023], [-4.081, -2.852, -0.986], [-3.116, -1.691, -1.015], [-2.440, -1.346, 0.316], [-2.156, -2.480, 1.317], [-0.813, -3.166, 1.206], [-0.026, -3.280, 2.316], [1.262, -3.883, 2.318], [1.782, -4.389, 1.171], [1.002, -4.332, -0.013], [1.368, -4.811, -1.202], [0.139, -4.497, -2.194], [-0.875, -3.783, -1.191], [-0.280, -3.732, 0.007], [-5.178, -3.419, 0.528], [-4.534, -2.955, -1.971], [-3.535, -3.768, -0.769], [-3.697, -0.819, -1.309], [-2.416, -1.837, -1.824], [-1.474, -0.897, 0.082], [-3.002, -0.578, 0.834], [-2.939, -3.234, 1.355], [-2.144, -2.021, 2.300], [-0.396, -2.889, 3.253], [1.842, -3.923, 3.224], [2.767, -4.827, 1.137], [4.652, -5.520, -2.081], [5.489, -5.387, -1.043], [6.907, -4.920, -1.229], [7.595, -4.789, -0.228], [7.380, -4.645, -2.569], [6.542, -4.782, -3.607], [5.111, -5.217, -3.423], [4.416, -5.296, -4.418], [6.899, -4.547, -4.860], [5.125, -5.659, 0.205], [3.629, -5.848, -1.958], [8.406, -4.327, -2.688], [6.105, -4.719, -5.403], [5.900, -5.520, 0.787], [-3.490, 2.643, -1.553], [-3.480, 3.890, -1.060], [-2.201, 4.666, -0.888], [-2.281, 5.800, -0.454], [-0.949, 4.023, -1.246], [-0.961, 2.775, -1.734], [-2.241, 2.010, -1.931], [-2.162, 0.887, -2.394], [0.141, 2.122, -2.081], [-4.579, 4.532, -0.691], [-4.402, 2.078, -1.682], [-0.036, 4.582, -1.104], [-0.154, 1.248, -2.404], [-4.287, 5.408, -0.365], [7.542, -6.680, 4.538], [8.567, -6.820, 5.388], [9.994, -6.610, 4.956], [10.861, -6.742, 5.801], [10.251, -6.270, 3.571], [9.227, -6.132, 2.712], [7.796, -6.320, 3.158], [6.909, -6.164, 2.337], [9.391, -5.820, 1.438], [8.412, -7.148, 6.664], [6.512, -6.824, 4.835], [11.280, -6.135, 3.270], [8.491, -5.784, 1.031], [9.311, -7.177, 7.044], [2.982, -5.267, 6.727], [1.908, -5.484, 7.499], [1.014, -6.679, 7.303], [0.071, -6.808, 8.059], [1.322, -7.601, 6.224], [2.393, -7.382, 5.450], [3.301, -6.202, 5.664], [4.263, -6.088, 4.926], [2.735, -8.179, 4.445], [1.553, -4.675, 8.488], [3.632, -4.414, 6.861], [0.665, -8.447, 6.081], [3.541, -7.793, 4.051], [0.749, -5.067, 8.882], [-7.196, 7.389, -0.459], [-7.860, 8.072, -1.402], [-7.352, 9.384, -1.935], [-8.004, 9.936, -2.804], [-6.121, 9.923, -1.391], [-5.457, 9.242, -0.446], [-5.954, 7.920, 0.072], [-5.284, 7.357, 0.920], [-4.326, 9.672, 0.096], [-9.000, 7.652, -1.933], [-7.549, 6.445, -0.069], [-5.776, 10.872, -1.776], [-4.055, 8.990, 0.741], [-9.262, 8.328, -2.587], [-6.471, 11.280, -5.512], [-5.313, 11.831, -5.130], [-4.231, 12.177, -6.114], [-3.216, 12.690, -5.684], [-4.457, 11.876, -7.518], [-5.614, 11.322, -7.902], [-6.705, 10.997, -6.917], [-7.731, 10.508, -7.351], [-5.889, 11.018, -9.164], [-5.032, 12.112, -3.860], [-7.251, 11.030, -4.805], [-3.667, 12.115, -8.217], [-6.787, 10.635, -9.160], [-4.135, 12.498, -3.862]],
  "lowdin_charge": [-0.063, -0.274, -0.215, -0.168, -0.133, -0.151, -0.032, -0.062, -0.014, -0.361, -0.220, 1.032, -0.218, -0.293, 0.075, 0.114, 0.096, 0.093, 0.085, 0.109, 0.106, 0.109, 0.106, 0.110, 0.099, 0.100, 0.071, -0.221, -0.279, 0.082, 0.079, -0.233, -0.311, 0.108, 0.121, 0.103, 0.109, 0.137, 0.122, 0.080, 0.079, -0.233, -0.311, 0.109, 0.075, -0.235, -0.308, 0.099, 0.117, 0.113, 0.137, 0.136, 0.120, 0.096, 0.078, -0.230, -0.318, 0.103, 0.073, -0.226, -0.278, 0.093, 0.112, 0.118, 0.110, 0.135, 0.082, 0.120, 0.075, -0.236, -0.315, 0.111, 0.076, -0.235, -0.310, 0.091, 0.121, 0.120, 0.136, 0.137, 0.121, 0.122, 0.077, -0.232, -0.301, 0.099, 0.080, -0.230, -0.312, 0.101, 0.124, 0.122, 0.139, 0.122, 0.123, 0.122, 0.080, -0.229, -0.315, 0.108, 0.074, -0.238, -0.309, 0.112, 0.116, 0.102, 0.115, 0.135, 0.120, 0.122],
  "homo_energy_ha": -0.3273,
  "homo_lumo_gap_ev": 7.23,
  "total_energy_ev": -113285.9769
}

No. 3
{
  "formula": "C30H28ClFO8STl",
  "method": "the ωB97M-V functional and the def2-TZVPD basis",
  "species": ["C", "C", "O", "O", "C", "O", "C", "C", "C", "S", "O", "O", "C", "C", "C", "C", "C", "C", "C", "O", "C", "Cl", "O", "C", "O", "C", "C", "C", "C", "C", "C", "C", "F", "C", "C", "C", "C", "C", "C", "C", "C", "H", "H", "H", "H", "H", "H", "H", "H", "H", "H", "H", "H", "H", "H", "H", "H", "H", "H", "H", "H", "H", "H", "H", "H", "H", "H", "H", "H", "Tl"],
  "xyz": [[5.323, 1.271, 1.342], [4.393, 2.338, 1.951], [4.730, 2.955, 2.910], [3.104, 2.624, 1.363], [2.123, 1.948, 2.017], [2.420, 1.124, 2.856], [0.630, 2.173, 1.711], [0.117, 1.547, 0.387], [0.534, 2.153, -1.009], [1.413, 3.749, -1.019], [2.781, 3.501, -1.400], [0.775, 4.537, -2.055], [-1.463, 1.596, 0.508], [-2.136, 2.930, 0.821], [-2.914, 3.092, 1.983], [-3.579, 4.305, 2.292], [-3.508, 5.435, 1.456], [-2.693, 5.270, 0.242], [-2.047, 4.065, -0.036], [-1.731, 0.505, 1.399], [-0.910, -0.622, 1.182], [-0.181, -1.016, 2.783], [-1.602, -1.648, 0.533], [-2.478, -2.342, 1.360], [-3.109, -1.863, 2.254], [-2.707, -3.835, 1.089], [-4.016, -4.157, 0.543], [-4.403, -5.474, 0.279], [-3.445, -6.475, 0.565], [-2.139, -6.163, 1.110], [-1.767, -4.833, 1.373], [0.207, 0.003, 0.227], [-0.331, -0.344, -1.060], [1.617, -0.678, 0.178], [1.842, -1.424, -1.136], [2.535, -0.725, -2.236], [2.806, -1.331, -3.427], [2.377, -2.728, -3.667], [2.637, -3.375, -4.985], [1.701, -3.412, -2.556], [1.444, -2.807, -1.358], [6.044, 0.976, 2.124], [5.926, 1.727, 0.533], [4.742, 0.401, 0.981], [0.409, 3.259, 1.775], [0.082, 1.724, 2.560], [-0.400, 2.318, -1.574], [1.147, 1.478, -1.626], [1.282, 4.445, 0.154], [-1.985, 1.272, -0.424], [-3.067, 2.271, 2.699], [-4.194, 4.397, 3.197], [-4.034, 6.370, 1.701], [-2.599, 6.106, -0.471], [-1.465, 3.963, -0.960], [-4.741, -3.352, 0.359], [-5.403, -5.709, -0.105], [-3.750, -7.514, 0.380], [-1.466, -7.003, 1.332], [-0.788, -4.573, 1.798], [1.831, -1.358, 1.023], [2.412, 0.100, 0.196], [2.894, 0.311, -2.124], [3.341, -0.830, -4.245], [3.709, -3.644, -5.130], [2.395, -2.611, -5.760], [2.027, -4.275, -5.160], [1.382, -4.458, -2.661], [0.960, -3.327, -0.519], [-5.041, 5.666, -0.824]],
  "nbo_charge": [-0.720, 0.805, -0.453, -0.553, 0.783, -0.561, -0.559, -0.015, -0.685, 1.966, -0.907, -0.935, 0.057, 0.047, -0.204, -0.168, -0.288, -0.314, -0.257, -0.533, 0.487, 0.038, -0.519, 0.774, -0.429, -0.030, -0.095, -0.221, -0.060, -0.111, -0.230, 0.411, -0.387, -0.567, 0.360, -0.152, -0.179, 0.348, -0.715, -0.175, -0.186, 0.279, 0.266, 0.199, 0.260, 0.289, 0.267, 0.262, 0.048, 0.215, 0.259, 0.257, 0.255, 0.237, 0.245, 0.249, 0.269, 0.257, 0.257, 0.245, 0.307, 0.267, 0.263, 0.274, 0.337, 0.299, 0.278, 0.269, 0.260, 0.962],
  "homo_energy_ha": -0.5900,
  "total_charge": 3,
  "homo_lumo_gap_ev": 2.09,
  "total_energy_ev": -78678.8444
}

No. 4
{
  "formula": "C16H31HgNP2S",
  "method": "the ωB97M-V functional and the def2-TZVPD basis",
  "species": ["P", "P", "C", "C", "H", "H", "H", "H", "C", "H", "H", "H", "C", "H", "H", "H", "C", "H", "H", "H", "C", "H", "H", "H", "Hg", "C", "C", "C", "C", "C", "C", "C", "C", "C", "H", "H", "H", "H", "H", "H", "H", "H", "H", "H", "H", "H", "H", "H", "H", "S", "C", "N"],
  "xyz": [[-1.378, 1.008, -1.227], [1.476, 0.083, 2.833], [-0.034, 0.276, 0.225], [0.036, -0.170, 1.766], [0.909, 0.013, -0.272], [-0.698, -0.579, -0.099], [-0.823, 0.261, 2.316], [-0.062, -1.270, 1.824], [3.025, -0.376, 2.052], [3.890, 0.005, 2.633], [3.074, 0.023, 1.020], [3.163, -1.460, 1.946], [1.129, -0.580, 4.448], [1.537, -1.574, 4.614], [0.047, -0.699, 4.571], [1.499, 0.103, 5.217], [-0.682, 2.224, -2.427], [-0.786, 3.248, -2.050], [-1.208, 2.146, -3.375], [0.380, 1.999, -2.576], [-2.860, 1.573, -0.350], [-2.998, 1.021, 0.594], [-3.737, 1.443, -0.992], [-2.742, 2.650, -0.155], [0.215, 2.506, 0.273], [-0.335, -2.688, -0.431], [0.895, -2.368, -0.858], [1.313, -2.388, -2.284], [0.253, -1.845, -3.295], [-0.353, -0.578, -2.904], [-1.669, -0.468, -2.264], [-2.364, -1.772, -1.779], [-1.522, -2.973, -1.300], [0.531, 4.360, 1.316], [-0.557, -2.851, 0.633], [1.713, -2.306, -0.137], [1.613, -3.386, -2.626], [2.214, -1.777, -2.403], [0.801, -1.631, -4.225], [-0.452, -2.639, -3.579], [0.002, 0.289, -3.481], [-2.425, -0.030, -2.963], [-2.871, -2.092, -2.700], [-3.169, -1.591, -1.052], [-2.197, -3.611, -0.703], [-1.296, -3.626, -2.158], [0.336, 4.216, 2.376], [-0.168, 5.140, 0.983], [1.560, 4.714, 1.194], [2.373, 3.617, 4.947], [1.860, 2.608, 3.878], [1.543, 1.801, 3.002]],
  "nbo_charge": [1.117, 1.691, -0.991, -0.828, 0.262, 0.255, 0.248, 0.240, -0.998, 0.268, 0.283, 0.271, -0.984, 0.269, 0.273, 0.254, -0.989, 0.221, 0.246, 0.256, -1.005, 0.236, 0.235, 0.238, 1.048, -0.237, -0.135, -0.471, -0.409, -0.705, -0.495, -0.395, -0.453, -1.119, 0.185, 0.176, 0.202, 0.197, 0.203, 0.161, 0.184, 0.165, 0.221, 0.199, 0.204, 0.219, 0.207, 0.207, 0.219, 0.048, 0.166, -0.860],
  "de_lowest_kcal_mol": 206.2,
  "homo_energy_ha": [-0.1417, -0.1416],
  "homo_lumo_gap_ev": [3.73, 3.72],
  "total_energy_ev": -52160.6861
}

No. 5
{
  "formula": "C4H5NS",
  "method": "the ωB97M-V functional and the def2-TZVPD basis",
  "species": ["C", "C", "C", "C", "N", "S", "H", "H", "H", "H", "H"],
  "xyz": [[-2.203, 0.818, -0.006], [-1.006, 1.254, -0.105], [-3.453, 0.662, 0.237], [2.667, 0.009, 0.267], [2.125, 1.335, 0.046], [0.612, 1.841, -0.277], [-4.220, 1.466, -0.034], [-3.792, -0.196, 0.740], [2.317, -0.595, -0.561], [3.734, 0.073, 0.313], [2.360, -0.572, 1.263]],
  "nbo_charge": [0.019, -0.363, -0.434, -0.451, -0.652, 0.815, 0.233, 0.223, 0.202, 0.216, 0.191],
  "de_lowest_kcal_mol": 124.3,
  "homo_energy_ha": [-0.2931, -0.3055],
  "homo_lumo_gap_ev": [7.24, 7.64],
  "total_energy_ev": -16548.6729
}